*A*
13
Properties=species:S:1:pos:R:3 method="wB97M-V/def2-TZVPD" orbital_gap_ev=10.76 homo_energy_ev=-10.1 total_charge=0
N 0.816 0.924 -0.575
C -0.463 1.259 -0.510
O -0.965 2.274 -1.008
N -1.466 0.388 0.000
C -1.316 -0.581 0.975
O -0.575 -1.568 0.937
H 1.249 0.132 -0.201
H 1.345 1.778 -0.866
H -2.294 0.920 0.037
H -2.144 -0.402 1.821
O 1.854 -1.393 -0.455
H 1.264 -1.906 0.101
H 2.694 -1.824 -0.256


*B*
13
Properties=species:S:1:pos:R:3 method="wB97M-V/def2-TZVPD" orbital_gap_ev=10.91 homo_energy_ev=-10.4 total_charge=0
N 0.799 -0.635 -1.200
C -0.235 -1.366 -0.677
O -0.733 -2.349 -1.174
N -0.722 -0.863 0.552
C 0.143 -0.158 1.422
O -0.258 0.419 2.393
H 0.700 0.368 -1.058
H 1.043 -0.857 -2.156
H -1.211 -1.592 1.060
H 1.210 -0.210 1.164
O 0.095 2.204 -0.201
H -0.557 2.052 0.502
H -0.276 2.988 -0.625


How far above the most stable structure does each one sit? In kJ/mol: *A* 46.6; *B* 0.0.


*A*
13
Properties=species:S:1:pos:R:3 method="wB97M-V/def2-TZVPD" orbital_gap_ev=11.18 homo_energy_ev=-10.5 total_charge=0
O 3.972 0.266 -0.436
N 2.895 -0.087 0.094
O 2.594 -0.806 0.996
O 1.847 0.522 -0.479
H 0.966 0.197 -0.177
C -1.250 -0.708 1.064
N -0.852 0.003 0.127
C -1.735 0.505 -0.956
H -0.482 -0.830 1.815
H -2.316 -0.847 1.152
H -1.764 1.499 -0.648
H -1.220 0.292 -1.821
H -2.656 -0.005 -0.731


*B*
13
Properties=species:S:1:pos:R:3 method="wB97M-V/def2-TZVPD" orbital_gap_ev=9.76 homo_energy_ev=-9.1 total_charge=0
C 2.285 0.200 0.142
O 1.088 -0.647 -0.070
C -0.078 0.028 -0.404
N -0.116 1.274 -0.380
O -1.451 1.681 0.112
N -1.109 -1.059 -0.172
O -2.361 -0.533 0.102
H 2.375 0.639 -0.990
H 2.057 0.728 1.107
H 3.065 -0.590 0.259
H -1.883 0.908 0.484
H -0.977 -1.875 0.366
H -2.895 -0.754 -0.557


*C*
13
Properties=species:S:1:pos:R:3 method="wB97M-V/def2-TZVPD" orbital_gap_ev=10.87 homo_energy_ev=-10.1 total_charge=0
C -1.780 -0.433 -0.021
N 0.556 -0.880 -0.109
C 1.301 0.807 -0.167
N 2.329 0.436 0.480
O -0.651 -1.065 0.609
O -1.936 0.898 0.297
O 0.612 1.680 -0.599
H -1.214 1.406 -0.113
H 0.512 -1.392 -0.993
H 3.051 1.048 0.823
H 1.554 -0.932 0.512
H -2.634 -0.973 0.388
H -1.701 -0.600 -1.107


*D*
13
Properties=species:S:1:pos:R:3 method="wB97M-V/def2-TZVPD" orbital_gap_ev=10.20 homo_energy_ev=-9.5 total_charge=0
C -0.133 0.533 1.692
N -0.416 0.521 0.269
O -1.751 -0.095 0.038
N 0.481 -0.174 -0.451
O 0.920 -1.438 0.019
C 0.614 0.035 -1.794
O 1.223 -0.728 -2.505
H -0.150 -0.472 2.117
H 0.852 0.976 1.824
H -0.886 1.154 2.169
H -2.263 0.526 -0.497
H 1.277 -1.859 -0.787
H 0.233 1.020 -2.093


How far above the most stable structure does each one sit? In kJ/mol: *A* 201.7; *B* 283.3; *C* 0.0; *D* 64.8.


*A*
24
Properties=species:S:1:pos:R:3 method="wB97M-V/def2-TZVPD" orbital_gap_ev=9.89 homo_energy_ev=-9.3 total_charge=0
C 0.125 0.852 -2.322
N 0.166 1.751 -1.169
C -0.784 1.689 -0.199
C -0.576 2.609 0.993
O -1.725 0.908 -0.272
H 0.985 0.181 -2.314
H -0.850 0.398 -2.379
H 0.343 1.473 -3.197
H 0.963 2.321 -0.977
H -0.389 2.096 1.931
H 0.180 3.347 0.738
H -1.541 3.099 1.135
C -1.307 -2.472 0.007
N -0.324 -1.507 0.468
C 0.831 -1.981 0.992
C 1.845 -0.889 1.390
O 1.056 -3.162 1.171
H -1.768 -2.101 -0.917
H -0.883 -3.401 -0.368
H -2.064 -2.656 0.760
H -0.358 -0.595 0.056
H 2.844 -1.238 1.162
H 1.600 0.032 0.863
H 1.630 -0.754 2.448


*B*
24
Properties=species:S:1:pos:R:3 method="wB97M-V/def2-TZVPD" orbital_gap_ev=9.93 homo_energy_ev=-9.3 total_charge=0
N -0.885 -0.822 -2.865
C 0.337 -0.839 -2.068
C 0.227 -1.495 -0.680
C 1.190 -1.016 0.405
C 0.510 -0.185 1.464
C -0.332 0.951 0.719
N 0.768 1.939 0.133
C -1.136 1.872 1.720
O -1.207 3.091 1.747
O -1.880 1.161 2.640
H -1.145 -1.810 -3.143
H -1.659 -0.437 -2.431
H 0.733 0.141 -2.032
H 0.977 -1.524 -2.620
H -0.898 -1.493 -0.472
H 0.453 -2.603 -0.855
H 1.927 -0.254 -0.094
H 1.771 -1.902 0.816
H 1.212 0.150 2.200
H -0.179 -0.795 2.095
H -0.977 0.694 -0.173
H 0.262 2.855 0.002
H 1.473 2.086 0.875
H -1.539 0.233 2.618


*C*
24
Properties=species:S:1:pos:R:3 method="wB97M-V/def2-TZVPD" orbital_gap_ev=9.58 homo_energy_ev=-9.1 total_charge=0
C 1.597 2.040 -1.684
N 0.774 1.552 -0.654
C 0.117 2.421 0.244
C -0.968 2.116 1.127
O 0.574 3.619 0.277
H 1.354 2.208 -2.679
H 2.010 3.058 -1.282
H 2.603 1.377 -1.667
H 0.568 0.646 -0.641
H -1.954 1.945 0.723
H -0.746 0.987 1.507
H -0.846 2.597 2.180
C -2.141 -1.528 -0.053
N -0.816 -1.850 -0.422
C 0.056 -1.986 0.662
C 1.223 -2.828 0.522
O -0.218 -1.157 1.561
H -2.526 -0.753 -0.879
H -2.745 -2.347 0.250
H -2.107 -0.996 1.011
H -0.552 -2.121 -1.382
H 1.135 -3.581 -0.282
H 2.017 -2.210 0.144
H 1.591 -3.206 1.416


How far above the most stable structure does each one sit? In kJ/mol: *A* 0.0; *B* 166.2; *C* 284.9.


*A*
24
Properties=species:S:1:pos:R:3 method="wB97M-V/def2-TZVPD" orbital_gap_ev=8.51 homo_energy_ev=-7.9 total_charge=0
C 3.296 0.475 0.440
C 4.324 -0.525 -0.046
C 2.293 -0.557 -0.064
C -2.973 -0.604 1.259
C -1.872 -0.635 -0.848
C -3.850 0.695 -0.518
H 3.432 1.968 -0.956
H 3.848 2.388 0.567
H 3.342 0.462 1.535
H 4.800 -0.322 -1.014
H 5.112 -0.852 0.646
H -2.042 -0.973 1.689
H -3.626 -1.463 1.054
H -3.469 0.046 1.997
H -1.064 -1.122 -0.327
H -1.447 0.064 -1.590
H -2.458 -1.391 -1.407
H -4.293 1.440 0.177
H -3.622 1.190 -1.485
H -4.621 -0.075 -0.725
N 3.189 1.826 0.025
N -2.660 0.147 0.071
O 3.245 -1.536 -0.221
O 1.117 -0.646 -0.258


*B*
24
Properties=species:S:1:pos:R:3 method="wB97M-V/def2-TZVPD" orbital_gap_ev=10.32 homo_energy_ev=-9.7 total_charge=0
C 1.056 -1.718 -1.751
N 1.116 -0.278 -1.758
C 0.153 0.620 -2.102
C 0.026 2.041 -1.529
O -0.794 0.145 -2.718
H 1.285 -2.095 -2.763
H 1.760 -2.237 -1.076
H 0.108 -2.155 -1.395
H 1.852 0.148 -1.206
H -0.165 2.765 -2.337
H -0.788 1.982 -0.799
H 0.928 2.489 -1.179
C -2.111 -0.568 1.355
N -0.675 -0.524 1.143
C 0.062 -0.124 2.231
C 1.502 0.245 1.918
O -0.466 0.293 3.245
H -2.394 0.062 2.172
H -2.545 -0.153 0.424
H -2.465 -1.609 1.508
H -0.294 -1.012 0.353
H 2.134 0.089 2.796
H 1.993 -0.405 1.176
H 1.684 1.309 1.844


How far above the most stable structure does each one sit? In kJ/mol: *A* 115.6; *B* 0.0.